{"formula": "C49H55CdN12O3", "method": "wB97M-V/def2-TZVPD", "lumo_ha": -0.2946, "e_above_lowest_ev": 12.900, "charge": 1, "species": ["Cd", "N", "O", "O", "O", "N", "C", "C", "C", "C", "H", "H", "H", "H", "H", "N", "C", "C", "C", "C", "H", "H", "H", "H", "H", "N", "C", "C", "C", "C", "H", "H", "H", "H", "H", "N", "C", "C", "C", "C", "H", "H", "H", "H", "H", "N", "C", "C", "C", "C", "H", "H", "H", "H", "H", "N", "C", "C", "C", "C", "H", "H", "H", "H", "H", "N", "C", "C", "C", "C", "C", "H", "H", "H", "H", "H", "N", "C", "C", "C", "C", "C", "H", "H", "H", "H", "H", "N", "C", "C", "C", "C", "C", "H", "H", "H", "H", "H", "N", "C", "C", "C", "C", "C", "H", "H", "H", "H", "H", "N", "C", "C", "C", "C", "C", "H", "H", "H", "H", "H"], "positions_angstrom": [[0.041190, 4.539160, 2.029142], [1.038950, 0.085000, 0.148072], [2.011920, 0.227960, -0.557728], [0.367170, -0.904590, -0.058088], [0.669320, 0.989880, 0.966742], [2.505180, -5.187260, -2.056488], [2.701830, -5.577970, -3.382298], [3.519870, -6.714440, -3.392848], [3.758530, -7.023000, -2.011188], [3.089000, -6.130610, -1.255238], [2.014370, -4.367370, -1.729388], [2.266880, -5.105700, -4.250728], [3.839070, -7.244560, -4.277988], [4.348190, -7.836380, -1.614808], [2.938580, -5.977910, -0.196718], [2.254600, 0.708150, -5.989088], [1.204550, -0.145950, -5.920828], [0.341460, 0.081370, -6.980618], [0.855120, 1.166420, -7.708138], [2.085820, 1.482640, -7.104278], [3.034420, 0.700650, -5.347268], [1.065540, -0.852450, -5.115888], [-0.617000, -0.395850, -7.122048], [0.475310, 1.640270, -8.601228], [2.861220, 2.211650, -7.287808], [6.336460, -1.765630, -3.430948], [6.846590, -1.558130, -4.663328], [7.894620, -0.687540, -4.559848], [8.021310, -0.318320, -3.184108], [7.079280, -1.064780, -2.514918], [5.597650, -2.390320, -3.141108], [6.449230, -2.026670, -5.551568], [8.584630, -0.305420, -5.297608], [8.794510, 0.286560, -2.733878], [6.731100, -1.088530, -1.492858], [-6.527370, -1.270340, 4.792702], [-7.315100, -1.823040, 3.794602], [-6.544570, -2.144610, 2.686292], [-5.225220, -1.791370, 3.018342], [-5.239790, -1.280980, 4.320912], [-6.901250, -1.012230, 5.694752], [-8.384860, -1.922720, 3.904482], [-6.895200, -2.481660, 1.722012], [-4.369090, -1.923570, 2.373382], [-4.446660, -0.902840, 4.948882], [-5.286580, -1.374110, -4.021778], [-4.486080, -0.252110, -4.011378], [-5.370670, 0.838050, -4.192128], [-6.613640, 0.371160, -4.475628], [-6.531650, -0.997460, -4.493008], [-4.942070, -2.305750, -3.838828], [-3.437760, -0.423300, -3.816158], [-5.088760, 1.873480, -4.313818], [-7.492250, 0.898950, -4.816048], [-7.313500, -1.710010, -4.710678], [3.209710, -3.550050, 5.933472], [4.006390, -2.754380, 6.666472], [4.622540, -1.842860, 5.762092], [4.122400, -2.079000, 4.486862], [3.210760, -3.086310, 4.598042], [2.706080, -4.376070, 6.223562], [4.007760, -3.091980, 7.692352], [5.249730, -1.015620, 6.059962], [4.249310, -1.640140, 3.508242], [2.651510, -3.590550, 3.823852], [4.050860, 4.432370, 2.364522], [4.928890, 3.856330, 1.432432], [6.253690, 3.518600, 1.720072], [6.750000, 3.825020, 2.992672], [5.998670, 4.535230, 3.877522], [4.684660, 4.874560, 3.491552], [4.569070, 3.637190, 0.437992], [6.753420, 2.892740, 0.995532], [7.752550, 3.537340, 3.272912], [6.369610, 4.962740, 4.797322], [4.111390, 5.426030, 4.222072], [-0.459310, 3.402370, 5.572202], [-1.457840, 3.879860, 6.444102], [-1.765740, 3.245140, 7.629322], [-0.985260, 2.096310, 7.995842], [0.136650, 1.788160, 7.267592], [0.402920, 2.525120, 6.130122], [-2.102920, 4.696820, 6.156252], [-2.685610, 3.535440, 8.115072], [-1.192830, 1.503140, 8.874172], [0.741910, 0.917290, 7.471682], [1.226280, 2.111150, 5.566992], [-3.817660, 4.473910, 1.403362], [-4.438380, 3.280800, 1.082522], [-5.694990, 3.093490, 0.512752], [-6.525820, 4.184380, 0.352372], [-6.017380, 5.483860, 0.811292], [-4.718220, 5.515600, 1.287342], [-3.895960, 2.367040, 1.275452], [-6.047390, 2.118800, 0.209112], [-7.524640, 4.026210, -0.026768], [-6.591990, 6.398290, 0.804072], [-4.464850, 6.453660, 1.758782], [-4.069300, -6.036740, -1.582918], [-4.975250, -6.768150, -0.867768], [-4.649710, -7.605690, 0.212762], [-3.307550, -7.603710, 0.564072], [-2.321310, -6.823100, -0.097548], [-2.794710, -6.160580, -1.215408], [-6.006410, -6.603920, -1.143708], [-5.386330, -8.081470, 0.843162], [-3.006420, -8.246660, 1.377912], [-1.289030, -6.951700, 0.192722], [-2.059870, -5.510110, -1.666298], [0.336920, 5.009570, -1.759058], [1.077180, 6.114350, -2.178928], [1.159480, 6.607280, -3.452678], [0.509660, 5.926610, -4.465568], [-0.301080, 4.851440, -4.079528], [-0.336460, 4.397720, -2.829588], [1.715020, 6.582970, -1.444108], [1.829860, 7.431210, -3.647918], [0.672030, 6.194840, -5.499058], [-0.817200, 4.352100, -4.886168], [-0.953880, 3.539860, -2.607588]], "forces_ev_per_a": [[0.093, -0.673, -0.227], [-0.630, 0.857, -0.715], [1.638, 1.117, -0.004], [-1.282, -0.670, 1.147], [0.123, -0.858, -0.261], [-0.230, -0.705, -1.602], [0.919, -0.719, 0.171], [-1.076, 1.358, 0.908], [0.413, -0.998, -0.685], [-0.374, 1.504, 0.960], [0.007, -0.329, -0.195], [-0.030, 0.336, 0.338], [0.018, 0.033, 0.177], [-0.096, -0.010, -0.109], [0.437, -0.401, 0.054], [-0.501, -0.342, -0.464], [-0.926, -0.810, 0.225], [-0.143, 0.282, 0.685], [1.819, 0.263, 0.217], [-0.228, 0.534, 0.068], [-0.120, 0.150, -0.308], [0.265, 0.067, -0.019], [0.171, -0.095, -0.036], [-0.032, -0.116, 0.116], [-0.295, 0.086, -0.423], [0.079, -0.073, 1.002], [0.118, -0.066, -1.307], [0.607, 0.772, 0.616], [-0.146, -1.036, 0.054], [-0.664, 0.498, 0.262], [0.162, 0.079, -0.444], [-0.031, -0.074, 0.185], [-0.385, -0.250, -0.337], [-0.177, 0.064, -0.089], [0.392, 0.068, 0.062], [-0.510, -1.043, -1.703], [-0.388, 0.026, -0.334], [-0.538, 0.641, 0.974], [0.343, 0.361, 1.087], [0.456, 0.117, -0.292], [0.486, -0.006, -0.208], [0.097, 0.055, 0.168], [-0.065, -0.168, 0.234], [0.079, 0.131, 0.237], [0.055, -0.095, -0.183], [-0.108, 0.768, -1.440], [-1.452, 0.009, 0.913], [3.354, 0.793, -0.089], [-1.625, -1.254, -1.137], [-0.395, -1.132, 1.335], [-0.270, 0.108, -0.293], [-0.051, 0.651, 0.094], [0.229, -0.050, 0.308], [0.170, 0.182, 0.189], [0.173, -0.094, 0.168], [-0.922, 0.501, -2.926], [0.611, 0.011, -0.869], [-0.021, 0.151, 2.405], [-1.161, -0.510, -0.638], [-0.121, -1.708, 1.021], [0.138, 0.359, 0.166], [0.815, 0.976, 0.273], [0.155, -0.224, 0.015], [0.516, 0.475, 0.367], [-0.034, -0.001, 0.180], [2.772, 0.465, -0.575], [-0.625, 0.456, 1.825], [-1.405, 0.020, 0.583], [0.955, -0.554, -0.707], [-1.462, 1.171, -0.633], [-0.352, -1.401, -0.507], [-0.520, -0.090, 0.115], [0.443, 0.295, 0.019], [0.139, -0.110, -0.086], [0.145, -0.317, 0.098], [-0.439, 0.074, -0.141], [0.044, 1.390, 2.217], [1.219, -1.674, -1.102], [0.933, -1.478, -0.318], [-0.591, 1.261, 0.279], [-0.554, 0.246, 0.381], [-1.325, -0.475, -1.453], [0.215, 0.051, -0.602], [0.219, 0.013, 0.458], [-0.396, 0.044, 0.046], [0.157, 0.138, 0.277], [0.159, 0.621, -0.668], [-3.343, -0.983, -0.442], [1.516, 0.784, -0.005], [-0.283, 1.007, 0.154], [1.033, 2.156, 0.909], [-0.339, -3.017, -0.896], [0.460, -0.269, 0.565], [0.556, 0.083, -0.022], [0.217, -0.168, 0.204], [-0.066, 0.335, -0.113], [-0.144, -0.139, -0.036], [0.762, 0.191, -0.266], [-0.773, -1.302, 0.890], [0.716, 0.535, -0.120], [0.764, 1.512, -0.792], [0.941, -0.048, 0.209], [-2.312, -2.196, 0.255], [0.821, 1.311, 0.776], [-0.121, -0.113, -0.154], [-0.091, -0.218, -0.310], [0.124, 0.049, 0.245], [0.057, 0.448, -0.172], [-0.123, 0.062, -0.847], [0.401, 1.131, -2.964], [-1.040, -2.068, 1.875], [0.220, -0.314, -0.972], [-0.098, 0.018, 0.825], [0.691, 0.953, -3.293], [0.525, 0.547, 4.083], [-0.220, -0.010, 0.450], [-0.051, 0.096, -0.049], [-0.310, 0.036, -0.070], [-0.212, -0.332, 0.180], [0.080, -0.092, 0.355]]}